Below is 11 unconnected molecules or ions with the total composition C49H132N9O13 at a distorted geometry, with properties calculated with ωB97M-V/def2-TZVPD.

The total charge is +7.

Cartesian coordinates (Å):
C 2.804 5.992 2.606
N 2.856 5.374 1.220
C 3.732 4.074 1.207
C 1.413 5.013 0.964
C 3.301 6.348 0.055
C 4.716 7.018 0.039
O 4.875 7.978 1.052
H 2.101 6.821 2.523
H 3.774 6.419 2.860
H 2.353 5.321 3.338
H 4.757 4.443 1.234
H 3.545 3.438 0.342
H 3.572 3.572 2.161
H 1.121 4.730 -0.047
H 0.824 5.907 1.169
H 1.173 4.172 1.613
H 2.595 7.174 0.138
H 3.219 5.694 -0.813
H 4.906 7.443 -0.947
H 5.507 6.271 0.106
H 5.494 7.529 1.633
C 0.159 -2.035 5.363
N 1.473 -1.942 6.204
C 1.827 -0.431 6.151
C 1.252 -2.421 7.660
C 2.501 -2.907 5.541
C 2.901 -2.615 4.097
O 3.562 -1.342 3.950
H -0.589 -1.330 5.724
H -0.229 -3.036 5.551
H 0.379 -1.919 4.302
H 1.771 -0.038 5.136
H 2.822 -0.353 6.589
H 1.228 0.062 6.917
H 2.190 -2.372 8.214
H 0.942 -3.464 7.599
H 0.347 -1.971 8.069
H 1.983 -3.865 5.500
H 3.356 -2.944 6.217
H 2.071 -2.610 3.390
H 3.509 -3.481 3.838
H 3.995 -1.360 3.093
C -1.360 2.872 -7.443
N -1.709 2.851 -5.966
C -0.619 2.065 -5.172
C -1.741 4.335 -5.461
C -3.188 2.251 -5.890
C -3.604 1.824 -4.415
O -2.949 0.650 -4.070
H -2.142 3.455 -7.929
H -1.232 1.841 -7.774
H -0.413 3.411 -7.441
H -0.780 0.990 -5.260
H -0.775 2.139 -4.095
H 0.388 2.406 -5.410
H -2.058 4.395 -4.420
H -2.481 4.922 -6.004
H -0.733 4.735 -5.565
H -3.227 1.344 -6.494
H -3.918 2.985 -6.231
H -4.675 1.624 -4.419
H -3.522 2.657 -3.718
H -2.838 0.466 -3.134
C 6.276 -0.170 -4.021
N 5.309 0.845 -3.421
C 5.157 0.503 -1.959
C 5.971 2.265 -3.401
C 3.923 1.010 -4.140
C 3.334 -0.344 -4.688
O 3.088 -1.118 -3.511
H 6.386 0.098 -5.072
H 5.814 -1.154 -3.940
H 7.222 -0.167 -3.480
H 4.614 1.275 -1.415
H 6.165 0.378 -1.562
H 4.726 -0.482 -1.779
H 5.398 3.065 -2.932
H 6.135 2.522 -4.447
H 6.951 2.193 -2.928
H 4.150 1.732 -4.925
H 3.245 1.427 -3.396
H 3.990 -0.871 -5.380
H 2.411 -0.342 -5.267
H 2.796 -1.961 -3.865
C -5.291 -2.132 1.941
N -4.336 -1.684 3.113
C -3.153 -2.723 3.284
C -3.764 -0.301 2.770
C -5.061 -1.652 4.491
C -6.361 -0.776 4.531
O -7.388 -1.434 3.874
H -5.874 -3.011 2.213
H -4.689 -2.319 1.052
H -6.023 -1.365 1.686
H -3.535 -3.741 3.361
H -2.621 -2.541 4.218
H -2.514 -2.653 2.404
H -4.497 0.369 2.321
H -3.113 -0.485 1.915
H -3.128 0.033 3.590
H -4.318 -1.146 5.108
H -5.345 -2.634 4.867
H -6.439 0.220 4.095
H -6.831 -0.863 5.511
H -8.267 -1.297 4.237
C -2.769 5.088 2.126
N -3.043 4.383 0.751
C -2.268 5.233 -0.317
C -2.409 2.983 0.938
C -4.554 4.170 0.340
C -5.430 5.448 0.275
O -5.539 6.116 1.505
H -3.213 6.079 2.029
H -1.720 5.196 2.406
H -3.260 4.463 2.872
H -2.077 4.545 -1.140
H -1.315 5.402 0.184
H -2.897 6.092 -0.550
H -3.008 2.424 1.658
H -1.434 3.118 1.406
H -2.504 2.291 0.101
H -5.029 3.509 1.065
H -4.526 3.684 -0.635
H -6.404 5.163 -0.122
H -5.005 6.156 -0.437
H -5.676 5.497 2.226
C 3.993 -6.763 -1.482
N 3.724 -5.409 -0.759
C 2.136 -5.373 -0.590
C 4.454 -5.619 0.609
C 4.052 -4.067 -1.503
C 5.492 -3.984 -2.036
O 5.621 -4.863 -3.144
H 3.507 -6.835 -2.455
H 3.750 -7.617 -0.850
H 5.081 -6.782 -1.551
H 1.651 -5.161 -1.543
H 1.969 -4.615 0.175
H 1.739 -6.300 -0.176
H 5.469 -5.995 0.483
H 3.961 -6.407 1.179
H 4.440 -4.684 1.169
H 3.914 -3.276 -0.766
H 3.304 -3.791 -2.246
H 6.259 -4.121 -1.274
H 5.818 -3.000 -2.372
H 6.246 -4.532 -3.792
C -2.932 -6.876 -1.497
N -3.139 -5.371 -1.254
C -4.601 -5.026 -0.956
C -2.391 -4.865 -0.017
C -2.667 -4.499 -2.466
C -1.146 -4.581 -2.795
O -0.694 -5.820 -3.296
H -3.492 -7.225 -2.365
H -3.357 -7.340 -0.607
H -1.861 -7.079 -1.513
H -5.026 -5.493 -0.068
H -5.092 -5.423 -1.845
H -4.783 -3.959 -0.826
H -2.690 -5.406 0.881
H -2.647 -3.818 0.144
H -1.346 -5.108 -0.214
H -2.999 -3.479 -2.272
H -3.179 -4.703 -3.406
H -0.586 -4.296 -1.904
H -1.007 -3.821 -3.565
H -0.060 -5.637 -3.993
C 1.899 0.906 0.642
N 1.027 -0.222 0.066
C 1.917 -1.504 -0.097
C -0.202 -0.378 1.035
C 0.653 0.219 -1.364
C -0.019 -0.895 -2.295
O -1.046 -1.592 -1.620
H 2.659 1.074 -0.121
H 2.118 0.556 1.650
H 1.268 1.794 0.682
H 2.762 -1.249 -0.736
H 1.246 -2.315 -0.383
H 2.363 -1.727 0.873
H 0.342 -0.714 1.918
H -0.885 -1.161 0.705
H -0.613 0.631 1.040
H 1.502 0.663 -1.883
H 0.000 1.074 -1.191
H 0.686 -1.603 -2.731
H -0.478 -0.401 -3.151
H -1.834 -1.058 -1.499
C -0.442 2.398 5.656
C -0.097 2.768 4.143
O -0.023 3.954 3.853
O 0.200 1.850 3.377
H -1.147 1.574 5.761
H -0.970 3.214 6.150
H 0.460 2.254 6.252
C -5.308 0.360 -0.840
C -4.002 -0.256 -1.180
O -4.036 -1.438 -1.467
O -2.949 0.435 -1.272
H -5.166 1.327 -0.357
H -5.817 -0.264 -0.105
H -5.897 0.558 -1.735

=====

Below is a molecular structure, C49H29Cl4N4Ti, with properties calculated with ωB97M-V/def2-TZVPD.

The calculation puts the energy above the lowest of the compared OMol25 structures with the same formula, charge and spin at 0.013 eV. The total charge is -1.

Cartesian coordinates (Å):
Ti -0.167 0.205 -0.244
Cl 3.256 -6.798 -5.683
C 2.686 -5.539 -4.609
C 2.931 -5.641 -3.252
C 2.469 -4.637 -2.410
C 1.757 -3.547 -2.902
C 1.540 -3.473 -4.275
C 1.996 -4.462 -5.136
C 1.244 -2.484 -1.987
C 0.108 -2.697 -1.295
C -0.664 -3.950 -1.390
C -1.728 -3.824 -0.606
C -1.667 -2.505 0.034
C -2.544 -2.086 0.962
C -3.713 -2.952 1.294
C -4.773 -3.088 0.404
C -5.861 -3.905 0.691
C -5.887 -4.584 1.894
Cl -7.253 -5.612 2.270
C -4.853 -4.461 2.808
C -3.775 -3.644 2.502
C -2.402 -0.865 1.701
N -1.366 0.040 1.491
C -1.609 1.061 2.380
C -0.811 2.256 2.481
C -1.224 3.238 3.528
C -2.255 4.140 3.284
C -2.656 5.059 4.244
C -2.013 5.070 5.468
Cl -2.508 6.229 6.686
C -0.987 4.184 5.748
C -0.604 3.270 4.775
C 0.256 2.530 1.703
C 1.080 3.734 1.869
C 2.073 3.676 0.987
C 1.929 2.434 0.221
N 0.766 1.754 0.662
C 2.800 2.003 -0.702
C 2.717 0.728 -1.348
C 3.620 0.238 -2.275
C 3.179 -1.036 -2.639
C 2.020 -1.276 -1.905
N 1.705 -0.209 -1.097
C 3.974 2.858 -1.055
C 3.819 4.007 -1.819
C 4.904 4.816 -2.136
C 6.161 4.458 -1.687
Cl 7.538 5.463 -2.080
C 6.350 3.312 -0.932
C 5.254 2.520 -0.623
C -2.746 0.812 3.142
C -3.253 -0.414 2.696
N -0.532 -1.820 -0.438
H 3.474 -6.491 -2.862
H 2.654 -4.699 -1.344
H 0.996 -2.624 -4.672
H 1.813 -4.405 -6.201
H -0.369 -4.794 -1.995
H -2.504 -4.548 -0.411
H -4.741 -2.547 -0.536
H -6.679 -4.010 -0.009
H -4.894 -5.003 3.743
H -2.959 -3.537 3.206
H -2.752 4.118 2.321
H -3.456 5.761 4.047
H -0.500 4.209 6.713
H 0.194 2.566 4.981
H 0.886 4.496 2.608
H 2.881 4.377 0.847
H 4.495 0.753 -2.639
H 3.644 -1.720 -3.330
H 2.828 4.272 -2.170
H 4.776 5.713 -2.729
H 7.342 3.050 -0.588
H 5.387 1.621 -0.035
H -3.142 1.448 3.918
H -4.133 -0.925 3.056
C -1.671 1.768 -0.998
C -2.560 0.678 -1.103
C -2.105 -0.155 -2.126
C -0.903 0.382 -2.628
C -0.633 1.584 -1.942
H -1.729 2.569 -0.276
H -3.397 0.490 -0.447
H -2.514 -1.123 -2.376
H -0.235 -0.083 -3.337
H 0.224 2.222 -2.084

=====

For the records above, the corresponding Kohn-Sham gap values read 6.953 4.906 eV.